Record 1
Here is 9 unconnected molecules or ions with the total composition C27H53Cl2O8S at a distorted geometry from OMol25. Energies are from the ωB97M-V functional and the def2-TZVPD basis.

Last column: Löwdin charge in e.
Cartesian coordinates (Å):
C 4.2182 -3.2445 -2.2890  -0.11
C 2.8113 -3.7111 -3.0529  -0.56
Cl 2.7074 -5.3276 -4.0276  0.55
C 1.5728 -2.8403 -2.9436  -0.78
S -0.0633 -3.4067 -3.7524  0.97
Cl 1.6618 -1.2190 -1.9753  0.61
H 4.0311 -3.4389 -1.1279  0.11
H 4.5268 -2.1403 -2.5188  0.09
H 5.0798 -4.0150 -2.5837  0.11
H -0.6218 -4.2572 -2.7419  0.02
H -0.9599 -2.3079 -3.7791  0.01
C -0.5260 -1.9336 3.2685  -0.02
C -0.5990 -1.6363 1.7947  -0.49
O -1.2809 -2.3250 1.0374  0.02
C 0.1945 -0.4638 1.2832  -0.03
H -1.1482 -2.8062 3.4941  0.09
H 0.5056 -2.1571 3.5518  0.09
H -0.9009 -1.0799 3.8388  0.05
H 1.2582 -0.6218 1.4779  0.09
H -0.1484 0.4553 1.7650  0.08
H 0.0463 -0.3693 0.2022  0.04
C -0.8045 1.1223 7.4835  -0.01
C 0.1252 0.1965 6.7455  -0.47
O -0.2645 -0.4699 5.7880  0.03
C 1.5502 0.1178 7.2244  -0.02
H -1.7994 1.0763 7.0279  0.06
H -0.8839 0.8134 8.5288  0.09
H -0.4363 2.1492 7.4168  0.09
H 1.5758 -0.2359 8.2581  0.09
H 2.0232 1.0999 7.1461  0.09
H 2.1048 -0.5893 6.5982  0.08
C 4.6787 3.5209 -1.7556  -0.02
C 3.7531 2.5362 -1.0926  -0.49
O 3.8586 2.2655 0.1026  0.05
C 2.6934 1.8956 -1.9484  -0.06
H 5.3917 3.9027 -1.0171  0.09
H 5.2353 3.0268 -2.5559  0.09
H 4.1041 4.3609 -2.1539  0.09
H 3.1613 1.3290 -2.7574  0.07
H 2.0302 2.6632 -2.3553  0.10
H 2.0997 1.2079 -1.3367  0.02
C 0.5516 -0.1519 -6.1583  -0.01
C -0.8646 -0.5626 -6.4612  -0.47
O -1.5989 -1.0173 -5.5855  0.00
C -1.3476 -0.3955 -7.8771  -0.01
H 0.7617 -0.3286 -5.0980  0.06
H 1.2468 -0.7463 -6.7563  0.09
H 0.6826 0.9127 -6.3681  0.10
H -0.7370 -1.0007 -8.5519  0.09
H -1.3012 0.6582 -8.1635  0.10
H -2.3873 -0.7324 -7.9479  0.09
C -3.0990 1.4732 3.3114  -0.02
C -2.8190 2.3648 4.4915  -0.48
O -3.2848 2.1182 5.6029  0.04
C -1.9471 3.5697 4.2593  -0.04
H -3.7411 0.6441 3.6272  0.09
H -3.6163 2.0391 2.5327  0.09
H -2.1625 1.0628 2.9253  0.06
H -2.4130 4.2291 3.5229  0.09
H -0.9592 3.2527 3.9156  0.07
H -1.8312 4.1202 5.1991  0.09
C 1.0547 6.5651 1.4656  -0.02
C 0.9367 5.3983 2.4093  -0.47
O -0.1131 5.1626 3.0053  0.03
C 2.1529 4.5310 2.5956  -0.01
H 0.1004 7.1014 1.4304  0.09
H 1.8286 7.2515 1.8182  0.09
H 1.2922 6.2075 0.4605  0.08
H 2.9758 5.1266 2.9987  0.09
H 2.4393 4.0828 1.6409  0.07
H 1.9212 3.7286 3.3041  0.08
C -5.7342 1.5371 -3.0102  -0.02
C -4.2379 1.5806 -3.1689  -0.49
O -3.6283 2.6488 -3.1860  0.05
C -3.5163 0.2666 -3.3059  -0.04
H -6.1197 2.5585 -2.9226  0.09
H -6.1873 1.0664 -3.8863  0.09
H -5.9958 0.9856 -2.1036  0.09
H -3.8704 -0.2608 -4.1952  0.08
H -3.6791 -0.3415 -2.4125  0.09
H -2.4422 0.4520 -3.4128  0.07
C 0.3030 -8.2339 -0.9086  -0.02
C -0.5489 -6.9980 -1.0215  -0.50
O -1.4770 -6.9334 -1.8260  0.04
C -0.2213 -5.8442 -0.1119  -0.03
H -0.0487 -8.9838 -1.6252  0.09
H 1.3432 -7.9906 -1.1393  0.08
H 0.2237 -8.6491 0.0993  0.09
H 0.7955 -5.4942 -0.3071  0.08
H -0.3241 -6.1528 0.9314  0.10
H -0.9181 -5.0213 -0.3043  0.07

Atoms 1-3, force components in eV/Å:
C -0.4 -1.8 0.1
C -3.0 2.7 0.3
Cl 0.1 3.0 1.8

The calculation puts the maximum force at 4.07 eV Å⁻¹. Its molar mass is 608.686 g/mol. Its charge is +1. The calculation puts the HOMO energy at -10.6 eV.



Record 2
Here is 3 unconnected molecules or ions with the total composition C27H53NO4P at a distorted geometry from OMol25. Energies are from the ωB97M-V functional and the def2-TZVPD basis.

Last column: Löwdin charge in e.
Cartesian coordinates (Å):
C -3.7601 0.8599 -4.5935  -0.11
C -2.3509 0.1994 -4.3479  -0.26
C -2.0130 -0.0678 -2.8313  -0.21
C -2.7164 -1.3398 -2.2180  -0.20
C -2.2529 -2.6918 -2.8742  -0.19
C -0.7834 -3.1344 -2.4492  -0.19
C -0.1423 -3.9419 -3.6437  -0.20
C 0.3834 -3.0633 -4.8409  -0.18
C 1.2497 -1.8186 -4.4237  -0.13
C 2.7004 -2.1660 -3.9822  -0.05
C 3.5204 -2.9761 -4.9010  0.01
N 4.8067 -3.2955 -4.5622  -0.20
P 5.7582 -4.2643 -5.7788  0.98
O 7.3086 -3.6078 -5.5811  -0.26
O 5.2427 -3.5759 -7.2372  -0.26
C 5.4210 -2.9353 -3.3794  -0.05
C 4.7101 -2.1355 -2.4134  0.08
C 3.3252 -1.7279 -2.7336  0.02
C 2.4854 -0.8510 -1.7679  -0.42
O 1.8857 0.1069 -2.1724  0.14
O 2.3568 -1.1593 -0.4150  0.09
H -3.7439 1.9174 -4.2247  0.08
H -4.6135 0.3097 -4.1256  0.07
H -3.9341 0.8546 -5.7033  0.07
H -2.2176 -0.7440 -4.9374  0.08
H -1.5746 0.9217 -4.7271  0.11
H -2.2652 0.8584 -2.2433  0.12
H -0.8970 -0.1983 -2.7570  0.07
H -3.8178 -1.2250 -2.4358  0.11
H -2.6169 -1.3333 -1.0995  0.12
H -2.2891 -2.6212 -3.9903  0.09
H -2.9772 -3.5041 -2.5837  0.12
H -0.1606 -2.2908 -2.0598  0.09
H -0.9128 -3.8556 -1.5949  0.12
H -0.9650 -4.5922 -4.0616  0.12
H 0.6393 -4.6306 -3.2318  0.11
H 0.9619 -3.7218 -5.5498  0.10
H -0.5104 -2.7108 -5.4284  0.11
H 0.6756 -1.2342 -3.6687  0.08
H 1.3569 -1.1370 -5.3191  0.15
H 3.0451 -3.3066 -5.8553  0.14
H 7.1614 -2.6397 -5.6811  0.07
H 5.6634 -2.6894 -7.2491  0.07
H 6.4618 -3.2745 -3.1988  0.14
H 5.2131 -1.8296 -1.4683  0.14
H 2.5484 -0.3154 0.0481  0.13
C 1.5619 2.8016 4.9432  -0.11
C 2.4838 2.8337 3.7303  -0.27
C 2.3443 4.1075 2.8972  -0.23
C 0.9648 4.3306 2.2721  -0.22
C 0.4717 3.2044 1.3641  -0.27
C 1.3533 2.9844 0.1404  -0.11
H 0.5099 2.8178 4.6514  0.05
H 1.7301 1.8897 5.5203  0.07
H 1.7517 3.6550 5.5987  0.08
H 2.3050 1.9487 3.1109  0.09
H 3.5187 2.7596 4.0787  0.10
H 3.1040 4.0960 2.1086  0.10
H 2.5811 4.9717 3.5268  0.11
H 0.9930 5.2630 1.6983  0.11
H 0.2278 4.4899 3.0650  0.10
H -0.5380 3.4534 1.0231  0.11
H 0.3824 2.2697 1.9264  0.09
H 1.4240 3.8948 -0.4589  0.08
H 0.9326 2.1975 -0.4911  0.05
H 2.3646 2.6768 0.4214  0.06
C -1.0413 0.9105 6.6333  -0.12
C -1.9048 0.9524 5.3778  -0.27
C -3.0232 1.9919 5.4459  -0.23
C -4.0577 1.7673 6.5513  -0.23
C -4.7724 0.4167 6.5099  -0.27
C -5.5953 0.2069 5.2443  -0.11
H -1.6206 0.6234 7.5129  0.07
H -0.2383 0.1792 6.5136  0.07
H -0.5846 1.8848 6.8236  0.07
H -2.3173 -0.0421 5.1836  0.10
H -1.2629 1.1902 4.5228  0.09
H -3.5292 2.0265 4.4756  0.10
H -2.5784 2.9836 5.5863  0.11
H -4.8046 2.5662 6.4919  0.11
H -3.5766 1.8800 7.5278  0.10
H -5.4423 0.3547 7.3731  0.11
H -4.0541 -0.4010 6.6214  0.10
H -6.3479 0.9912 5.1338  0.08
H -6.1144 -0.7534 5.2860  0.07
H -4.9675 0.2029 4.3505  0.06

Atoms 1-3, force components in eV/Å:
C 0.5 -0.3 -0.5
C 0.1 0.4 0.5
C 0.2 -0.2 -0.2

The calculation puts the maximum force at 3.18 eV Å⁻¹. Its molar mass is 486.698 g/mol. Its charge is +1. The calculation puts the HOMO energy at -12.1 eV.



> Among the records above, which one has the lowest maximum force?

C27H53NO4P